1.
{
  "formula": "C3H5ClO4P",
  "method": "the ωB97M-V functional and the def2-TZVPD basis",
  "e_tot_ev": -33197.8442,
  "charge": -1,
  "relative_energy_ev": 0.000,
  "homo_lumo_gap_ha": 0.3362,
  "spin_multiplicity": 1,
  "species": ["C", "C", "C", "O", "O", "O", "O", "P", "Cl", "H", "H", "H", "H", "H"],
  "xyz": [[-0.14887, -0.50773, 0.58328], [-1.44350, -1.05122, 0.09736], [0.49043, 0.79430, -0.04831], [-0.08106, -2.90886, 2.23834], [-2.04169, -1.79138, 1.03524], [-0.35089, -0.34419, 1.91450], [-1.77090, -1.60774, 3.69377], [-1.00763, -1.78128, 2.45501], [-2.62729, 0.34177, -0.30695], [0.60725, -1.32480, 0.39870], [-1.43147, -1.54402, -0.78848], [0.59032, 1.59215, 0.76634], [-0.18841, 1.00993, -0.95825], [1.41687, 0.36635, -0.34708]],
  "atomic_forces_ev_per_a": [[2.2, 0.6, -1.3], [-1.6, 1.4, 0.9], [-2.5, -0.9, 0.1], [0.5, 0.0, -0.1], [0.7, -0.5, 1.7], [0.0, -0.5, 2.6], [-0.3, 0.4, 0.1], [-0.7, -0.1, -0.6], [-0.2, 0.5, -0.2], [-0.7, 0.4, 0.2], [0.3, -1.4, -2.8], [-0.3, -1.0, -1.5], [1.4, 0.4, 1.5], [1.2, 0.7, -0.6]],
  "nbo_charge": [0.038, 0.185, -0.637, -1.163, -0.754, -0.787, -1.129, 2.481, -0.235, 0.181, 0.164, 0.234, 0.223, 0.201]
}

---

2.
{
  "formula": "C3H5ClOS",
  "method": "the ωB97M-V functional and the def2-TZVPD basis",
  "smiles": "C=CCOSCl",
  "e_tot_ev": -28595.6166,
  "relative_energy_ev": 1.525,
  "homo_lumo_gap_ha": 0.3410,
  "spin_multiplicity": 1,
  "species": ["C", "C", "C", "O", "S", "Cl", "H", "H", "H", "H", "H"],
  "xyz": [[-0.06305, 0.58866, 1.08064], [0.44448, -0.16887, 0.12209], [-0.39004, -0.91106, -0.87902], [-0.98013, -2.10049, -0.33252], [-1.97433, -1.94363, 0.92226], [-3.73304, -1.33125, 0.08389], [0.57776, 1.07799, 1.79282], [-1.11633, 0.78746, 1.16840], [1.50881, -0.34157, 0.05893], [0.21158, -1.28397, -1.70813], [-1.20021, -0.28229, -1.26621]],
  "atomic_forces_ev_per_a": [[0.2, 0.3, -0.2], [0.0, -0.3, -0.2], [0.0, 0.7, -0.1], [-0.2, -0.6, 0.1], [-0.1, -0.2, 0.2], [0.0, 0.0, -0.1], [0.2, 0.0, 0.2], [-0.2, 0.0, -0.1], [0.2, 0.0, 0.1], [-0.1, 0.1, 0.0], [0.1, -0.1, 0.0]],
  "nbo_charge": [-0.344, -0.239, -0.119, -0.657, 0.575, -0.217, 0.201, 0.201, 0.204, 0.204, 0.192]
}

---

3.
{
  "formula": "C3H5ClOS",
  "method": "the ωB97M-V functional and the def2-TZVPD basis",
  "smiles": "O[C@H]1[C@H](S)[C@H]1Cl",
  "e_tot_ev": -28595.7097,
  "relative_energy_ev": 1.432,
  "homo_lumo_gap_ha": 0.3669,
  "spin_multiplicity": 1,
  "species": ["O", "C", "C", "S", "C", "Cl", "H", "H", "H", "H", "H"],
  "xyz": [[0.98593, 1.52991, -0.29334], [0.20574, 0.65617, 0.34336], [-0.54059, -0.36691, -0.54199], [-2.15829, -0.80292, -0.13517], [0.54569, -0.82390, 0.40544], [2.12598, -1.20871, -0.20158], [1.91846, 1.33984, -0.20413], [-0.39036, 0.96627, 1.14333], [-0.08423, -0.30830, -1.54283], [-2.81049, 0.30989, -0.32597], [0.20216, -1.29133, 1.35288]],
  "atomic_forces_ev_per_a": [[0.6, 1.7, -0.8], [-0.9, -2.8, -0.8], [2.3, 1.0, -0.2], [-0.7, -1.9, 0.2], [-0.8, 0.9, 1.3], [0.1, -0.5, 0.0], [0.4, -0.3, 0.2], [-0.6, 0.9, 1.3], [-1.0, -0.2, 0.1], [-0.2, 1.1, -0.3], [0.7, -0.1, -0.9]],
  "nbo_charge": [-0.687, 0.100, -0.449, 0.037, -0.261, -0.008, 0.486, 0.178, 0.242, 0.119, 0.243]
}

---

4.
{
  "formula": "C3H5CoO3",
  "method": "the ωB97M-V functional and the def2-TZVPD basis",
  "e_tot_ev": -46922.1187,
  "charge": 3,
  "relative_energy_ev": 0.000,
  "homo_lumo_gap_ha": [0.3157, 0.2188],
  "spin_multiplicity": 4,
  "s_squared": 3.75,
  "species": ["O", "C", "C", "H", "H", "H", "H", "O", "C", "O", "Co", "H"],
  "xyz": [[-0.29838, -0.18917, -0.36238], [0.33108, -1.10805, 0.21931], [-0.21104, -1.95382, 1.26343], [1.40114, -1.12196, -0.01921], [-1.16881, -1.60829, 1.66322], [0.56010, -2.02164, 2.05098], [-0.28015, -2.97392, 0.84791], [-1.26806, 2.54866, -0.25601], [-0.28058, 2.58342, -0.84870], [0.58877, 2.62406, -1.63100], [1.71776, 2.99292, -3.05671], [-1.09184, 0.22778, 0.12917]],
  "atomic_forces_ev_per_a": [[-1.2, 2.6, 0.2], [0.4, -1.0, 1.9], [0.4, 0.6, 0.0], [-0.3, -0.6, -0.6], [0.0, -0.2, -0.2], [-0.1, -0.2, -0.1], [0.0, -0.1, 0.0], [2.8, 0.1, -0.8], [-5.4, 0.3, 2.1], [2.6, 0.1, -1.6], [0.2, 0.3, -0.2], [0.7, -1.9, -0.8]],
  "nbo_charge": [-0.601, 0.606, -0.774, 0.229, 0.285, 0.334, 0.363, -0.244, 1.145, -0.760, 1.858, 0.560]
}

---

5.
{
  "formula": "C3H5CsO3",
  "method": "the ωB97M-V functional and the def2-TZVPD basis",
  "e_tot_ev": -9880.5525,
  "relative_energy_ev": 0.728,
  "homo_lumo_gap_ha": 0.2133,
  "spin_multiplicity": 1,
  "species": ["H", "O", "C", "C", "O", "O", "C", "H", "H", "H", "H", "Cs"],
  "xyz": [[0.70187, -0.66389, 2.16680], [0.48857, -1.34382, 0.11604], [0.16714, -0.43221, 1.15960], [0.19588, -0.72716, -1.12453], [-1.01257, -0.58157, 1.74294], [0.20211, 0.89177, 0.50045], [0.56849, 0.72204, -0.85914], [-0.87358, -0.82868, -1.38096], [0.79700, -1.19960, -1.91028], [0.02352, 1.43916, -1.48256], [1.64912, 0.88588, -0.97940], [-2.90756, 1.83808, 2.05105]],
  "atomic_forces_ev_per_a": [[1.7, 0.9, -2.4], [0.3, 0.0, -0.3], [-1.9, -0.7, 3.2], [0.0, -0.1, 0.0], [-1.8, 0.6, -0.9], [0.6, 0.1, 0.1], [0.2, 0.0, 0.3], [0.2, 0.0, 0.1], [-0.1, 0.1, 0.2], [0.0, -0.1, 0.1], [-0.1, 0.0, -0.1], [0.9, -0.9, -0.2]],
  "mulliken_charge": [0.285, -0.338, 0.039, -0.301, -0.871, -0.367, -0.364, 0.210, 0.273, 0.233, 0.250, 0.950]
}

---

6.
{
  "formula": "C3H5CuO4",
  "method": "the ωB97M-V functional and the def2-TZVPD basis",
  "e_tot_ev": -56021.7737,
  "charge": -1,
  "relative_energy_ev": 0.077,
  "homo_lumo_gap_ha": [0.1974, 0.2888],
  "spin_multiplicity": 2,
  "s_squared": 0.75,
  "species": ["C", "C", "O", "C", "O", "O", "Cu", "H", "H", "H", "H", "O", "H"],
  "xyz": [[-0.59424, 1.51282, -0.76624], [-0.24893, 0.29820, 0.08075], [0.67971, -0.47839, -0.65188], [1.14253, -1.62602, -0.07735], [1.84216, -2.39255, -0.75152], [0.60690, -1.88942, 1.03152], [0.87754, -4.07738, 1.94254], [-1.08488, 1.19052, -1.69493], [0.32921, 2.04856, -1.04178], [-1.15606, -0.28547, 0.29751], [0.18923, 0.61403, 1.04065], [-1.50091, 2.36278, -0.09828], [-1.08227, 2.72232, 0.68901]],
  "atomic_forces_ev_per_a": [[0.5, -0.4, -0.3], [0.0, -0.3, 0.1], [0.3, 1.3, -0.9], [-0.9, -2.7, 0.0], [0.3, 1.2, -0.1], [0.2, -0.4, 1.3], [0.0, 0.8, -0.4], [0.1, 0.1, 0.2], [-0.2, -0.1, 0.0], [0.2, 0.2, 0.0], [-0.1, -0.1, -0.1], [-0.4, 0.4, 0.1], [0.1, -0.1, 0.0]],
  "nbo_charge": [-0.072, -0.076, -0.560, 0.951, -0.748, -0.885, -0.016, 0.173, 0.152, 0.185, 0.164, -0.727, 0.459]
}

---

7.
{
  "formula": "C3H5DyO3",
  "method": "the ωB97M-V functional and the def2-TZVPD basis",
  "e_tot_ev": -33382.4650,
  "charge": 3,
  "relative_energy_ev": 0.000,
  "homo_lumo_gap_ha": [0.3269, 0.2932],
  "spin_multiplicity": 7,
  "s_squared": 12.01,
  "species": ["H", "O", "C", "C", "O", "O", "C", "Dy", "H", "H", "H", "H"],
  "xyz": [[-1.18441, 0.96106, -1.19831], [-0.44998, 0.51043, -0.74062], [0.54707, 1.57558, -0.02457], [-0.80188, -0.44821, 0.31009], [0.55519, 2.70450, -0.31089], [1.09920, 0.83488, 0.85118], [0.52718, -0.50377, 1.04405], [0.81142, -2.34417, -3.44720], [-1.13271, -1.39771, -0.11526], [-1.60909, -0.02871, 0.92008], [1.22251, -1.21616, 0.58962], [0.41551, -0.64774, 2.12185]],
  "atomic_forces_ev_per_a": [[-0.3, 0.2, 0.2], [-0.4, -0.3, -1.1], [0.6, 2.7, 1.0], [-0.5, 0.1, 0.7], [-0.3, -2.0, -0.5], [0.1, -0.8, 0.4], [0.2, 0.3, -0.1], [0.3, -0.4, -0.7], [0.1, 0.2, 0.0], [0.1, 0.0, -0.1], [0.0, 0.1, 0.4], [0.1, -0.1, -0.2]],
  "lowdin_spin": [0.000, 0.010, 0.000, 0.003, 0.000, 0.000, 0.001, 5.984, 0.001, 0.000, 0.000, 0.000]
}

---

8.
{
  "formula": "C3H5F",
  "method": "the ωB97M-V functional and the def2-TZVPD basis",
  "smiles": "C=CCF",
  "e_tot_ev": -5907.6847,
  "relative_energy_ev": 0.946,
  "homo_lumo_gap_ha": 0.4323,
  "spin_multiplicity": 1,
  "species": ["C", "C", "C", "F", "H", "H", "H", "H", "H"],
  "xyz": [[-0.65012, 0.98326, 0.26145], [0.13974, -0.03062, 0.39267], [-0.33202, -1.64501, 0.30144], [-0.73195, -2.06923, -0.96420], [-0.39291, 2.05538, 0.34901], [-1.61693, 0.79070, 0.01578], [1.12910, 0.05429, 0.73087], [-1.20736, -1.99660, 0.85696], [0.50464, -2.14973, 0.62181]],
  "atomic_forces_ev_per_a": [[0.9, 2.2, 0.1], [-0.9, -4.3, 0.3], [-1.7, 3.3, -0.6], [0.8, 0.4, -0.5], [0.2, -0.9, 0.1], [-2.9, -0.3, -0.8], [1.4, 0.1, 0.1], [0.3, 1.0, 0.8], [1.9, -1.5, 0.4]],
  "nbo_charge": [-0.362, -0.208, 0.036, -0.371, 0.204, 0.188, 0.188, 0.171, 0.154]
}

---

9.
{
  "formula": "C3H5F2NS",
  "method": "the ωB97M-V functional and the def2-TZVPD basis",
  "smiles": "CC(F)(F)/C=N\\S",
  "e_tot_ev": -20951.3892,
  "relative_energy_ev": 0.706,
  "homo_lumo_gap_ha": 0.3526,
  "spin_multiplicity": 1,
  "species": ["C", "C", "F", "F", "C", "N", "S", "H", "H", "H", "H", "H"],
  "xyz": [[-1.42689, -0.21113, 1.10890], [-0.09996, -0.76928, 0.65388], [-0.05438, -2.10917, 0.95554], [0.89728, -0.17799, 1.37536], [0.22351, -0.76660, -0.82103], [0.29143, 0.24494, -1.64613], [0.14980, 1.85185, -1.11090], [-1.52086, -0.33555, 2.18468], [-1.54777, 0.86039, 0.89319], [-2.27764, -0.70937, 0.64011], [0.52362, -1.76280, -1.22404], [0.61979, 1.66962, 0.17474]],
  "atomic_forces_ev_per_a": [[-0.6, 0.5, -0.1], [-0.4, -0.5, -0.1], [-0.1, 0.0, 0.5], [0.3, 0.1, 0.1], [0.7, 1.7, -2.2], [-0.1, -1.9, 1.6], [0.4, -0.4, 0.8], [0.2, -0.1, 0.1], [0.3, -0.4, 0.0], [0.3, -0.2, -0.1], [-0.6, 0.8, 0.2], [-0.4, 0.4, -0.7]],
  "nbo_charge": [-0.682, 0.623, -0.345, -0.340, 0.025, -0.518, 0.200, 0.240, 0.238, 0.236, 0.213, 0.109]
}

---

10.
{
  "formula": "C3H5F3O2",
  "method": "the ωB97M-V functional and the def2-TZVPD basis",
  "smiles": "C[C@@](O)(F)C(O)(F)F",
  "e_tot_ev": -15439.0674,
  "relative_energy_ev": 0.261,
  "homo_lumo_gap_ha": 0.4155,
  "spin_multiplicity": 1,
  "species": ["C", "C", "O", "F", "C", "O", "F", "F", "H", "H", "H", "H", "H"],
  "xyz": [[0.24376, -0.46608, -1.45206], [0.03730, 0.57995, -0.45673], [1.08343, 1.36926, -0.25072], [-1.12230, 1.31812, -0.57511], [-0.15664, -0.28854, 1.03580], [-1.41001, -0.22842, 1.43466], [0.59417, 0.39992, 1.88215], [0.35672, -1.49917, 1.06685], [1.18672, -0.99187, -1.18126], [0.34920, -0.04407, -2.47797], [-0.54706, -1.24467, -1.65109], [0.81644, 2.00844, 0.53256], [-1.43172, -0.91287, 2.09295]],
  "atomic_forces_ev_per_a": [[0.5, -1.3, -3.1], [-1.8, -2.6, 3.9], [0.3, 3.1, 1.3], [0.1, -0.2, -0.4], [0.3, 3.4, -3.2], [-1.4, -0.6, -0.2], [1.4, 1.1, 2.0], [0.2, -1.8, -0.5], [-0.7, 0.3, -0.4], [0.3, 0.0, 0.7], [0.5, 1.0, 1.1], [1.0, -1.9, -2.3], [-0.9, -0.6, 1.0]],
  "nbo_charge": [-0.691, 0.565, -0.677, -0.351, 0.811, -0.672, -0.356, -0.331, 0.246, 0.230, 0.246, 0.503, 0.478]
}